ORCA calculation (wB97M-V/def2-TZVPD) on a cluster of 2 separate species, C6H16N2 in total in a non-equilibrium geometry.

The geometry in XYZ format:
```
24
Properties=species:S:1:pos:R:3:forces:R:3
N -1.585977 1.422667 0.067391 -0.49 0.37 -0.07
C -1.415947 0.413319 1.041301 0.84 -1.07 -0.53
C -1.161505 0.910390 2.479527 -0.53 -0.69 0.42
C -0.146730 -0.424933 0.710767 1.91 1.98 0.27
N 0.501834 -0.592169 -0.605967 -3.21 -1.53 0.24
C 0.614174 0.517029 -1.557615 1.84 0.50 -0.02
C 1.690143 1.498253 -1.074088 -0.94 0.15 0.05
C -0.505805 -1.512262 -1.205938 0.10 -0.26 -1.15
H 0.651798 -0.270778 1.448477 -0.11 -0.28 0.09
H -2.584732 1.596403 -0.049531 0.00 -0.03 0.03
H -2.219155 -0.350089 1.111790 -0.38 0.17 0.01
H -0.640889 1.860095 2.428614 0.39 -0.01 0.14
H -2.080408 1.045496 3.037748 -0.62 0.47 -0.17
H -0.683827 0.125519 3.082805 0.56 0.24 -0.08
H 2.464605 -3.852642 0.363151 0.19 0.12 -0.12
H 3.032176 -3.524566 0.001694 -0.20 -0.11 0.12
H -0.270116 1.111755 -1.763577 -0.46 -0.48 0.24
H 0.998549 0.031204 -2.467300 -0.21 0.15 -0.12
H 1.409288 1.766959 -0.052255 0.32 0.03 0.04
H 1.609290 2.417958 -1.657560 0.22 0.02 -0.08
H 2.694962 1.093547 -1.137788 0.16 -0.07 0.15
H -1.508623 -1.070128 -1.269744 0.07 0.30 0.18
H -0.242065 -1.751082 -2.247252 0.19 -0.02 0.06
H -0.621040 -2.461942 -0.684649 0.36 0.05 0.30
```
Positions in Å, forces in eV/Å.

Orbital gap (alpha / beta) ... 6.046 / 5.960 eV
Multiplicity ... 2
E_HOMO (alpha / beta) ... -1.73 / -1.69 eV
LUMO (alpha / beta) ... 4.317 / 4.270 eV
Charge ... -1
Electronic energy ... -9457.00276 eV

Löwdin atomic charge list, values in e, 8 entries:
1 N -0.097
2 C -0.628
3 C -0.145
4 C -0.096
5 N -0.189
6 C -0.328
7 C -0.112
8 C -0.161


ORCA calculation (wB97M-V/def2-TZVPD) on the ion C6H16N2 with charge -1 in a non-equilibrium geometry.

The geometry in XYZ format:
```
24
Properties=species:S:1:pos:R:3:forces:R:3
N 1.695137 -1.464893 0.562524 0.84 2.10 -1.67
C 1.262945 -0.057437 0.827264 -1.12 -1.85 1.88
C 2.066901 0.562674 1.980149 0.01 -0.49 -0.17
C -0.349930 -0.104922 1.104957 3.65 -4.51 -3.09
N -1.116405 0.175919 -0.061942 -0.88 -0.01 -1.53
C -0.516868 -0.133935 -1.378192 3.32 -0.28 0.63
C -1.319788 -0.753524 -2.502762 0.79 -1.07 1.32
C -1.816792 1.457427 -0.192539 -1.17 -0.67 -0.21
H 2.094837 -1.948392 1.285692 1.66 -0.67 2.62
H 0.923148 -2.023229 0.405439 -2.15 -1.14 -0.88
H 1.518171 0.394122 -0.093863 -0.23 1.22 -0.64
H 1.908114 -0.074260 2.919075 0.85 0.67 -1.22
H 3.134716 0.754360 1.594674 -1.33 -0.50 1.17
H 1.603168 1.515235 2.246691 0.21 0.23 -0.16
H -0.613493 0.488559 1.825993 -1.39 3.81 3.96
H -0.477619 -1.181549 1.625848 -0.19 1.72 -1.46
H 0.351307 -0.829225 -1.192340 -1.15 0.29 -0.15
H 0.111411 0.737929 -1.781504 -1.17 -0.42 0.39
H -1.718756 -1.699119 -2.166242 -0.51 -0.26 0.30
H -0.676112 -1.062632 -3.318234 0.27 0.50 -0.31
H -2.095864 -0.132256 -2.806229 -1.46 1.00 -0.90
H -2.488238 1.774210 0.694715 0.69 -0.98 -1.55
H -1.175374 2.303011 -0.365938 0.89 0.58 0.09
H -2.304612 1.301936 -1.213239 -0.44 0.75 1.58
```
Positions in Å, forces in eV/Å.

Orbital gap (alpha / beta) ... 2.557 / 8.591 eV
Multiplicity ... 2
E_HOMO (alpha / beta) ... 1.39 / -4.62 eV
LUMO (alpha / beta) ... 3.947 / 3.970 eV
Charge ... -1
Electronic energy ... -9457.84523 eV

Löwdin atomic charge list, values in e, 8 entries:
1 N -0.003
2 C -0.421
3 C -0.202
4 C -0.255
5 N -0.219
6 C -0.318
7 C -0.156
8 C -0.251


ORCA calculation (wB97M-V/def2-TZVPD) on an isolated molecule of C6H16N2 in a non-equilibrium geometry.

The geometry in XYZ format:
```
24
Properties=species:S:1:pos:R:3:forces:R:3
C -2.036821 2.622583 1.352912 -0.89 -1.16 1.74
C -1.400689 1.250487 1.706084 0.15 0.18 -0.43
N -0.338727 0.924355 0.771618 0.05 0.64 -0.20
C -0.382303 0.001197 -0.366535 0.50 -1.20 2.64
C 0.199048 0.659562 -1.581601 -0.17 0.31 -1.13
C 0.323344 -1.394106 0.092658 -2.52 1.44 -1.55
C 1.766025 -1.567411 -0.368320 -0.79 -0.27 -0.51
N 1.894341 -2.511363 -1.481531 -0.32 -0.89 0.55
H -1.820816 2.820664 0.321675 -0.26 0.51 -0.34
H -3.094348 2.614594 1.653344 -0.17 -0.18 -0.90
H -1.716582 3.368797 2.062729 0.95 0.59 -0.29
H -2.153088 0.457621 1.782267 -0.04 0.00 -0.30
H -0.962750 1.306968 2.704438 0.01 -0.02 0.03
H 0.562417 1.035469 1.179707 0.55 -0.11 0.05
H -1.426281 -0.298847 -0.404337 -0.23 0.31 -0.73
H 0.643327 0.017434 -2.343534 0.01 -0.41 0.23
H -0.536592 1.226775 -2.141850 -0.41 0.18 0.11
H 0.942555 1.395012 -1.306364 0.34 0.04 0.25
H 0.003486 -1.418379 1.131736 1.03 -0.20 0.41
H -0.390407 -2.095705 -0.358187 0.88 -0.58 -0.23
H 2.089575 -0.624162 -0.798270 0.47 0.40 0.85
H 2.327407 -1.895740 0.499754 0.62 0.11 -0.22
H 2.592914 -3.221977 -1.353603 0.11 0.06 -0.09
H 1.915647 -2.132588 -2.410617 0.15 0.26 0.05
```
Positions in Å, forces in eV/Å.

Orbital gap ... 8.946 eV
Multiplicity ... 1
E_HOMO ... -7.88 eV
SMILES string ... CCN[C@@H](C)CCN
LUMO ... 1.063 eV
Charge ... 0
Electronic energy ... -9460.15980 eV

Löwdin atomic charge list, values in e, 8 entries:
1 C -0.088
2 C -0.275
3 N -0.091
4 C -0.365
5 C -0.076
6 C -0.137
7 C -0.277
8 N -0.008


ORCA calculation (wB97M-V/def2-TZVPD) on an isolated molecule of C6H16N2 in a non-equilibrium geometry.

The geometry in XYZ format:
```
24
Properties=species:S:1:pos:R:3:forces:R:3
C 0.130599 -1.264141 2.510549 -0.31 -1.42 0.93
N -0.263584 -1.274928 1.120835 1.32 1.24 -0.44
C 0.373919 -0.214152 0.306883 -0.33 -0.73 -1.65
C -0.101242 1.193551 0.696878 0.12 0.19 0.78
N 0.722975 2.283856 0.166552 0.31 -0.35 -0.21
C 0.098920 -0.607321 -1.180624 -1.39 0.95 -0.49
C 0.639292 0.415434 -2.213311 1.80 -1.14 0.83
C -1.451839 -0.748144 -1.394420 1.50 -0.12 -0.69
H -0.590730 -1.915035 3.027713 0.17 0.37 0.17
H 0.226330 -0.330174 3.063837 -0.46 0.45 -0.24
H 1.098832 -1.751034 2.706983 -0.09 -0.03 -0.65
H -1.256469 -1.193726 0.952568 -0.10 -0.12 0.54
H 1.469974 -0.267295 0.367439 -0.10 -0.01 0.62
H -1.141275 1.384780 0.421900 0.02 -0.22 -0.16
H -0.089412 1.169868 1.793985 -0.09 0.23 -0.01
H 0.635928 3.156254 0.673014 -0.20 -0.19 0.15
H 1.692590 1.997757 0.235433 0.08 0.21 -0.04
H 0.547804 -1.580977 -1.396109 0.07 0.12 0.36
H 1.535497 0.891768 -1.805811 -0.53 0.76 0.25
H 1.180618 -0.130484 -2.980006 -0.75 -0.30 -0.82
H -0.088154 1.102154 -2.612694 0.00 0.31 0.02
H -1.726769 -1.772046 -1.175778 -0.60 0.06 0.55
H -1.708952 -0.595194 -2.443424 0.10 0.02 -0.05
H -1.934853 0.049228 -0.842393 -0.53 -0.28 0.25
```
Positions in Å, forces in eV/Å.

Orbital gap ... 9.891 eV
Multiplicity ... 1
E_HOMO ... -8.81 eV
SMILES string ... CN[C@H](CN)C(C)C
LUMO ... 1.079 eV
Charge ... 0
Electronic energy ... -9460.81155 eV

Löwdin atomic charge list, values in e, 8 entries:
1 C -0.150
2 N -0.074
3 C -0.335
4 C -0.240
5 N -0.001
6 C -0.345
7 C -0.082
8 C -0.075


ORCA calculation (wB97M-V/def2-TZVPD) on a structure of composition C6H16N2 in a non-equilibrium geometry.

The geometry in XYZ format:
```
24
Properties=species:S:1:pos:R:3:forces:R:3
C -1.494403 0.211330 -0.009246 -0.80 -1.23 -0.27
C -1.429418 -1.179320 0.213837 -0.68 1.16 -0.29
C -2.195193 1.145021 0.938283 0.24 0.04 0.05
N -1.324470 0.735343 -1.315379 0.19 0.02 0.12
H 0.098210 0.457276 0.539834 1.00 -0.09 0.35
H -2.055842 1.370030 -1.610730 0.08 -0.08 0.05
H -1.124052 0.034129 -2.015414 -0.09 0.01 0.04
H -1.890155 -1.540741 1.127063 0.23 0.05 0.13
H -0.067603 -1.486907 0.390721 1.53 0.10 0.40
H -1.630812 -1.826385 -0.637089 0.36 -0.02 -0.06
H -3.248106 1.274099 0.654766 0.10 -0.06 -0.04
H -2.172936 0.754856 1.954999 0.02 0.01 -0.02
H -1.731182 2.132679 0.932335 0.00 0.05 0.05
C 1.960030 1.196635 -0.237925 0.07 -0.12 0.13
N 1.690864 -1.656751 -0.941601 0.52 -0.33 -0.81
C 1.355632 -1.226274 0.379643 -1.64 -0.38 0.05
C 1.262442 0.198059 0.679488 -0.88 0.55 -0.25
H 2.149299 -1.007063 -1.571451 -0.14 0.29 0.45
H 2.245871 -2.501519 -0.971859 -0.21 -0.03 0.20
H 1.757280 -1.850877 1.175861 -0.01 0.00 -0.12
H 1.462422 0.394570 1.733938 0.04 -0.02 -0.05
H 1.776298 2.217225 0.099496 0.03 -0.01 -0.01
H 3.040941 1.030965 -0.258456 -0.02 0.05 -0.06
H 1.564888 1.123620 -1.251111 0.05 0.04 -0.05
```
Positions in Å, forces in eV/Å.

Orbital gap ... 7.435 eV
Multiplicity ... 1
E_HOMO ... -6.39 eV
LUMO ... 1.050 eV
Charge ... 0
Electronic energy ... -9458.76507 eV

Löwdin atomic charge list, values in e, 8 entries:
1 C -0.496
2 C -0.084
3 C -0.068
4 N 0.073
5 H 0.079
6 H 0.081
7 H 0.083
8 H 0.080


ORCA calculation (wB97M-V/def2-TZVPD) on an isolated molecule of C6H16N2 in a non-equilibrium geometry.

The geometry in XYZ format:
```
24
Properties=species:S:1:pos:R:3:forces:R:3
C -0.490289 0.229732 -2.107811 2.03 -1.45 -0.46
N 0.641995 -0.547371 -1.333423 -1.44 1.60 -0.97
C 0.751378 -0.064812 0.029147 -0.19 -0.67 0.83
C 1.691691 -1.003735 0.816416 0.43 0.02 -0.21
C 1.386762 1.341687 0.042155 -0.35 0.01 0.05
N -0.573448 -0.125134 0.688888 0.32 0.55 1.10
C -1.437594 -1.278983 0.512560 0.32 0.47 0.05
C -1.257623 1.054593 1.179001 -0.05 -0.33 -0.01
H 0.041194 0.757932 -2.900767 -0.17 -0.05 -0.14
H -1.116856 -0.537757 -2.565956 -0.12 0.25 -0.02
H -1.116593 0.987394 -1.635428 0.26 -0.46 0.82
H 0.424991 -1.540869 -1.333761 -0.14 0.33 0.02
H 1.786674 -0.686833 1.862358 -0.19 0.02 -0.27
H 2.695806 -0.993449 0.378008 -0.11 -0.04 -0.02
H 1.344169 -2.042322 0.810725 -0.09 0.14 -0.03
H 2.341789 1.324386 -0.493866 -0.24 -0.20 0.07
H 0.751233 2.094765 -0.433419 0.02 -0.13 -0.02
H 1.583558 1.684820 1.063945 -0.07 -0.15 -0.13
H -1.975326 -1.496739 1.442573 0.02 0.10 -0.07
H -0.895195 -2.192364 0.256013 0.11 0.21 0.00
H -2.177849 -1.091765 -0.272005 -0.22 -0.16 -0.13
H -0.600407 1.845658 1.546732 0.16 -0.24 -0.25
H -1.891830 0.801922 2.038113 0.00 -0.13 -0.13
H -1.908231 1.479244 0.409803 -0.27 0.31 -0.07
```
Positions in Å, forces in eV/Å.

Orbital gap ... 8.610 eV
Multiplicity ... 1
E_HOMO ... -7.63 eV
SMILES string ... CNC(C)(C)N(C)C
LUMO ... 0.978 eV
Charge ... 0
Electronic energy ... -9460.62970 eV

Löwdin atomic charge list, values in e, 8 entries:
1 C -0.065
2 N -0.025
3 C -0.611
4 C -0.038
5 C -0.040
6 N -0.225
7 C -0.096
8 C -0.105


ORCA calculation (wB97M-V/def2-TZVPD) on an isolated molecule of C6H16N2 in a non-equilibrium geometry.

The geometry in XYZ format:
```
24
Properties=species:S:1:pos:R:3:forces:R:3
C -2.939599 -0.439447 1.307563 -0.57 -1.44 0.26
C -1.726417 -0.873730 0.452026 -1.27 -0.46 0.51
C -0.454356 -0.503959 1.175660 2.26 0.98 -2.22
C -0.070030 1.002387 0.952309 -1.21 -1.07 0.60
C 0.883960 1.339213 -0.213266 -1.44 2.08 -0.25
N 2.069427 0.628577 -0.590150 -0.81 -0.34 1.08
C 1.802283 -0.626051 -1.295575 0.39 0.58 -1.30
N 2.274178 -0.466259 -2.691239 0.13 -0.81 -0.20
H -2.555007 0.123488 2.160127 -0.58 0.60 -0.27
H -3.767378 -0.009498 0.731250 0.47 0.58 0.28
H -3.441300 -1.315901 1.772858 0.49 0.24 -0.18
H -1.748736 -1.979997 0.321724 -0.07 0.75 -0.25
H -1.828836 -0.372719 -0.538364 0.57 -0.46 0.55
H 0.334582 -0.993933 0.572839 -0.06 -0.37 1.03
H -0.339135 -0.770076 2.222558 -0.48 -0.33 -0.02
H -1.051070 1.512393 0.815119 0.75 0.17 -0.26
H 0.323436 1.448824 1.859172 0.27 -0.14 0.30
H 1.078853 2.390298 0.056148 0.72 -0.15 -0.46
H 0.292578 1.469820 -1.131185 -0.03 -0.33 0.06
H 2.765021 0.621168 0.141426 -0.01 -0.47 0.02
H 2.293980 -1.489942 -0.807275 -0.16 0.42 -0.44
H 0.705040 -0.855496 -1.399048 1.05 0.36 0.41
H 1.856349 0.338430 -3.137110 -0.77 0.03 0.22
H 3.242177 -0.177591 -2.737567 0.37 -0.40 0.52
```
Positions in Å, forces in eV/Å.

Orbital gap ... 9.660 eV
Multiplicity ... 1
E_HOMO ... -8.62 eV
SMILES string ... CCCCCNCN
LUMO ... 1.043 eV
Charge ... 0
Electronic energy ... -9460.50308 eV

Löwdin atomic charge list, values in e, 8 entries:
1 C -0.119
2 C -0.277
3 C -0.233
4 C -0.187
5 C -0.272
6 N -0.068
7 C -0.303
8 N -0.015


ORCA calculation (wB97M-V/def2-TZVPD) on an isolated molecule of C6H16N2 in a non-equilibrium geometry.

The geometry in XYZ format:
```
24
Properties=species:S:1:pos:R:3:forces:R:3
C -1.231433 0.775901 -3.634793 -1.19 0.26 1.96
N -0.334413 0.482963 -2.503127 -0.27 0.09 -2.13
C -0.820874 0.946605 -1.219215 1.85 -2.17 1.20
C -0.509918 -0.081487 -0.057224 -1.27 0.90 0.90
C 0.678718 0.403937 0.837813 -0.68 -1.39 -2.54
C 1.241697 -0.730577 1.710086 -0.80 0.57 0.44
C 0.131888 -1.600628 2.337191 -0.05 0.90 0.09
N 2.054700 -0.208792 2.818328 0.56 0.69 -0.03
H -2.204556 0.314948 -3.426208 -0.17 -0.66 -0.36
H -1.574087 1.816172 -3.540864 0.88 0.17 -0.84
H -0.869220 0.416688 -4.590148 0.23 0.46 -0.10
H -0.017540 -0.470254 -2.647920 -0.26 0.08 1.09
H -1.881265 1.169118 -1.092195 -0.04 0.26 -0.87
H -0.159355 1.777048 -0.980566 -0.70 0.74 0.20
H -0.471923 -1.152305 -0.276712 0.56 0.25 -0.83
H -1.437154 -0.068362 0.529238 0.16 0.04 0.35
H 0.347115 1.316293 1.327142 0.24 -0.09 0.53
H 1.349226 0.676116 0.005269 0.67 0.23 0.87
H 1.866066 -1.399789 1.116189 0.13 0.19 -0.13
H -0.463454 -2.193418 1.642067 0.58 -0.35 -0.07
H -0.636762 -0.952721 2.770761 0.22 0.12 0.39
H 0.626156 -2.163309 3.127359 -0.39 -0.36 -0.09
H 1.537599 0.520967 3.300612 -0.65 -0.39 0.32
H 2.778787 0.404893 2.446927 0.38 -0.54 -0.34
```
Positions in Å, forces in eV/Å.

Orbital gap ... 9.454 eV
Multiplicity ... 1
E_HOMO ... -8.37 eV
SMILES string ... CNCCC[C@H](C)N
LUMO ... 1.080 eV
Charge ... 0
Electronic energy ... -9460.29990 eV

Löwdin atomic charge list, values in e, 8 entries:
1 C -0.139
2 N -0.147
3 C -0.235
4 C -0.199
5 C -0.177
6 C -0.452
7 C -0.079
8 N 0.010